Record 1
This record from OMol25 describes one molecule with the formula C6H8N2O in a non-equilibrium geometry. The level of theory is ωB97M-V with the def2-TZVPD basis set.

Cartesian coordinates (Å):
C -1.7242 -1.4964 -1.2711
C -0.5624 -0.6402 -1.4151
C -0.1761 0.8882 0.4315
C -0.6177 0.8822 1.8552
C 1.7206 -0.5194 -0.3883
C 0.2113 -0.5017 -0.1317
N -2.6152 -2.1961 -1.1032
N -0.1159 1.9575 -0.2079
O -0.2950 -0.0435 -2.4312
H 0.1534 0.4418 2.4850
H -1.5223 0.2840 1.9585
H -0.8177 1.8988 2.1793
H 1.9803 0.2026 -1.1593
H 2.2598 -0.2688 0.5223
H 2.0326 -1.5077 -0.7197
H -0.0708 -1.2795 0.5819
H 0.1592 1.8983 -1.1861

Forces on the atoms, in the same order (eV/Å):
C -0.6 -0.3 -0.4
C 0.8 0.6 0.0
C 0.0 -0.7 0.3
C 0.0 0.2 0.1
C -0.1 -0.1 0.0
C 0.4 0.5 -0.2
N -0.3 -0.2 0.1
N -0.1 1.1 -0.2
O -0.2 -0.5 0.3
H 0.0 -0.1 0.1
H -0.1 -0.1 0.1
H 0.0 0.0 0.0
H 0.0 0.0 0.0
H 0.0 0.0 0.1
H 0.1 0.0 0.0
H -0.1 0.1 -0.1
H 0.1 -0.4 0.0

## Properties
Frontier orbital gap, hartree: 0.3455
SMILES string: [H]/N=C(/C)[C@H](C)C(=O)C#N
Net charge: 0

=====

Record 2
This record from OMol25 describes C6H8N2O as an isolated structure in a non-equilibrium geometry. The level of theory is ωB97M-V with the def2-TZVPD basis set.

Cartesian coordinates (Å):
C -0.2792 1.9341 -0.2887
C 2.5221 -0.1886 -0.0610
C -1.8570 -1.6986 -0.1134
C -1.1921 0.9533 0.3459
C 1.1076 0.0927 0.3101
C -0.7739 -0.7014 0.1057
N 0.3427 -1.0381 0.6289
N 0.7229 1.3218 0.5828
O -2.3319 1.1546 0.7016
H -0.1211 1.9121 -1.3660
H -0.4687 2.9503 0.0692
H 2.8267 -1.1836 0.2602
H 2.6708 -0.1357 -1.1376
H 3.2015 0.4817 0.4643
H -1.9142 -2.3971 0.7227
H -2.8117 -1.1840 -0.2095
H -1.6446 -2.2737 -1.0152

Forces on the atoms, in the same order (eV/Å):
C -0.9 -0.1 1.6
C 0.6 -0.7 0.4
C -0.3 0.4 -0.2
C -1.7 -1.0 -4.2
C 1.2 1.8 2.8
C -1.5 1.5 2.4
N 0.4 -0.5 -2.0
N 2.0 -1.3 -1.2
O 0.5 -0.3 1.4
H 0.3 -0.1 0.0
H -0.2 -0.2 -0.3
H -0.3 -0.2 -0.2
H 0.0 0.2 -0.1
H -0.2 0.4 -0.3
H 0.2 0.1 0.0
H 0.0 -0.1 -0.1
H 0.0 0.0 0.0

## Properties
Frontier orbital gap, hartree: 0.2823
Net charge: 0

=====

Record 3
This record from OMol25 describes one molecule with the formula C6H8N2O in a non-equilibrium geometry. The level of theory is ωB97M-V with the def2-TZVPD basis set.

Cartesian coordinates (Å):
C 1.1613 -0.3955 -1.9050
C 1.5541 0.5332 -0.7072
C 0.5242 0.5361 0.4220
C -0.0471 0.8437 2.4283
C -1.0566 0.1790 1.8072
C -1.4672 -0.6769 -0.4722
H 1.0588 -1.5010 -1.3831
H 2.0155 -0.3080 -2.5037
H 0.3307 0.1506 -2.5196
H -0.0575 1.2172 3.4440
H -1.9836 -0.1132 2.2442
H -1.5186 0.0347 -1.4725
H -1.0760 -1.8048 -0.9180
H -2.3830 -0.8256 0.1125
N 1.0059 1.0007 1.5965
N -0.6365 -0.0668 0.5233
O 2.5756 1.1965 -0.6966

Forces on the atoms, in the same order (eV/Å):
C -0.7 0.0 2.1
C -0.9 -0.1 -0.8
C 5.6 1.1 0.4
C 0.2 -0.1 0.6
C -0.1 -0.1 0.5
C 0.4 -1.4 -3.2
H -0.3 2.8 -2.0
H 1.3 -0.6 -1.1
H 1.0 -1.7 1.4
H 0.1 -0.2 -0.1
H -0.5 -0.3 -0.3
H -0.4 -1.9 2.8
H -1.0 3.3 1.6
H -0.3 -0.1 -1.2
N -1.4 0.4 -1.2
N -1.4 -0.2 0.3
O -1.5 -1.0 0.2

## Properties
Frontier orbital gap, hartree: 0.3522
SMILES string: CC(=O)c1nccn1C
Net charge: 0

=====

Record 4
This record from OMol25 describes one molecule with the formula C6H8N2O in a non-equilibrium geometry. The level of theory is ωB97M-V with the def2-TZVPD basis set.

Cartesian coordinates (Å):
C -0.3336 1.2931 0.6362
C 0.5946 1.0107 -0.5823
C 1.9629 0.5002 -0.3586
C -0.5143 -2.0246 -0.3437
C -1.4139 -0.7901 -0.1944
C -1.1198 -0.0184 0.9975
H 0.1913 1.6086 1.5570
H -1.0660 2.0752 0.3329
H 0.4415 1.7017 -1.4426
H 2.2097 0.2635 0.6752
H 2.9059 0.7548 -0.9830
H -0.8903 -3.0732 -0.2963
H -1.4019 -0.2641 -1.1712
H -0.8112 -0.5375 1.8772
N 1.0052 -0.4102 -0.8638
N 0.7023 -1.7324 -0.4906
O -2.4623 -0.3574 0.6505

Forces on the atoms, in the same order (eV/Å):
C -1.2 -0.1 0.2
C -0.6 -0.1 1.1
C 2.5 -0.9 0.2
C -2.6 -0.2 1.0
C 0.9 -0.6 -1.3
C 0.9 1.5 -1.5
H 0.0 0.1 -0.7
H 0.5 -0.4 0.4
H -0.1 -1.0 0.4
H 0.2 0.5 0.1
H -1.8 -0.3 0.8
H 0.8 0.8 0.2
H -0.2 -0.1 0.7
H 0.4 -0.3 0.4
N -0.3 0.7 -1.5
N 1.1 0.7 -0.6
O -0.4 -0.3 0.1

## Properties
Frontier orbital gap, hartree: 0.3531
SMILES string: C1=NN2C[C@@H]2C[C@H]2O[C@H]12
Net charge: 0

=====

Record 5
This record from OMol25 describes one molecule with the formula C6H8N2O2 in a non-equilibrium geometry. The level of theory is ωB97M-V with the def2-TZVPD basis set.

Cartesian coordinates (Å):
C 2.2318 1.9558 -0.1726
C 1.9327 -0.0479 0.9203
C 0.9017 -0.7714 1.7137
C -0.1217 -1.5166 0.8527
C -1.0219 -0.5929 0.0493
C -2.9536 -0.7995 -1.1622
H 2.3020 -0.6355 0.0362
H 2.7965 0.1777 1.5854
H 1.4215 -1.5298 2.3098
H 0.3560 -0.1411 2.4548
H 0.3215 -2.2468 0.1680
H -0.7034 -2.0944 1.5873
H -0.4401 -0.0928 -0.7429
H -1.4600 0.1839 0.7126
N 1.3787 1.2257 0.3829
N -2.0885 -1.4662 -0.5231
O 3.0092 2.5590 -0.7279
O -3.6892 -0.2218 -1.8143

Forces on the atoms, in the same order (eV/Å):
C -3.7 -3.7 2.4
C 1.0 0.6 -0.2
C -0.6 -1.0 0.2
C -0.2 0.1 0.8
C 0.1 -0.3 0.5
C 3.7 -2.6 2.2
H -0.3 0.1 1.0
H -0.4 -0.1 -0.5
H 0.0 0.1 0.0
H 0.6 -0.1 -0.7
H 0.2 0.1 0.1
H -0.3 0.1 -0.5
H -0.4 -0.2 0.2
H 0.3 -0.4 -0.4
N 1.9 1.7 -1.0
N -2.4 2.3 -1.6
O 2.1 2.2 -1.6
O -1.6 0.9 -1.0

## Properties
Frontier orbital gap, hartree: 0.3923
SMILES string: O=C=NCCCCN=C=O
Net charge: 0

=====

Record 6
This record from OMol25 describes one molecule with the formula C6H8N2O2 in a non-equilibrium geometry. The level of theory is ωB97M-V with the def2-TZVPD basis set.

Cartesian coordinates (Å):
C -0.1458 1.4405 0.5865
C -1.2475 0.8254 0.2566
C 1.0783 -1.8431 0.3996
C 1.3337 1.4692 0.0544
C 1.7302 0.2523 -0.7095
C 0.3248 -2.7957 0.8242
N 1.8601 -1.0316 -0.0569
N -2.3554 0.3632 -0.1708
O -2.7512 -0.8492 -0.2121
O -3.1477 1.3438 -0.7451
H -0.1979 1.8843 1.5721
H 1.5665 2.2899 -0.6399
H 2.0474 1.5715 0.8845
H 1.1168 0.0543 -1.6364
H 2.7658 0.5234 -1.1560
H -0.0679 -3.3013 0.0583
H -3.9913 0.8247 -1.1499
H 0.0813 -3.0215 1.8404

Forces on the atoms, in the same order (eV/Å):
C 1.0 0.0 0.9
C -0.1 -0.1 -1.1
C 1.1 2.2 -0.3
C -1.2 -0.2 0.0
C 1.4 -0.8 -2.7
C 0.7 0.9 2.3
N 0.2 -0.5 0.4
N 1.4 -1.1 0.0
O -0.1 1.3 0.3
O -3.2 -1.1 -1.6
H -0.1 0.2 0.3
H -0.6 0.1 0.4
H -0.6 0.1 0.1
H 0.2 0.5 1.0
H -1.4 -0.7 0.8
H -1.7 -2.4 -2.6
H 3.0 1.3 1.5
H 0.0 0.1 0.3

## Properties
Frontier orbital gap, hartree: 0.3305
SMILES string: C=C=NCCC=C=[N+]([O-])O
Net charge: 0

=====

Record 7
This record from OMol25 describes one molecule with the formula C6H8N2O2 in a non-equilibrium geometry. The level of theory is ωB97M-V with the def2-TZVPD basis set.

Cartesian coordinates (Å):
O -1.9447 1.9320 0.3665
C -1.4441 1.0343 -0.3024
N 0.9095 1.6341 -0.1797
C 1.4874 0.3362 -0.5074
C 1.1215 -0.7086 0.5399
C -0.3422 -1.0919 0.6210
C -1.4188 -0.3600 0.2804
C -0.5911 -2.4064 1.1782
N -0.8004 -3.4330 1.6709
H 0.7638 1.7653 0.8173
H 1.0920 0.0365 -1.4872
H 2.5852 0.3742 -0.5821
H 1.7024 -1.6225 0.3479
H 1.4176 -0.3321 1.5337
H -2.4179 -0.7708 0.4410
O -1.6315 1.0761 -1.6481
H 0.7374 2.2142 -0.9960
H -1.2260 0.3224 -2.0938

Forces on the atoms, in the same order (eV/Å):
O 1.5 -1.0 -0.9
C -3.5 0.7 1.3
N 0.3 -1.7 -0.4
C -0.1 0.3 0.1
C 0.1 -0.1 -0.1
C -0.5 0.2 -0.2
C 1.4 -0.4 0.0
C -0.3 -0.6 0.6
N 0.3 0.9 -0.5
H -0.1 1.0 -0.9
H 0.2 -0.1 0.1
H -0.2 -0.1 -0.1
H -0.1 0.3 0.2
H 0.1 -0.2 -0.2
H 0.3 0.2 -0.1
O 0.9 0.3 -0.2
H -0.1 0.5 1.3
H 0.0 -0.1 0.1

## Properties
Frontier orbital gap, hartree: 0.3577
SMILES string: N#C/C(=C/C(=O)O)CCN
Net charge: 0

=====

Record 8
This record from OMol25 describes one molecule with the formula C6H8N2O4 in a non-equilibrium geometry. The level of theory is ωB97M-V with the def2-TZVPD basis set.

Cartesian coordinates (Å):
C 1.7965 -0.8875 0.8686
C -0.4388 0.0179 1.5363
C -1.2263 1.1160 -0.5611
C 1.4431 -0.5853 -0.5528
C -2.3067 1.8725 0.0681
C 0.8086 -1.7200 -1.2471
N 0.8209 -0.6325 1.8099
N -0.6618 0.1518 0.2011
O 2.9244 -1.1372 1.2173
O -1.1511 0.3800 2.4782
O -1.0310 1.1553 -1.7729
O 1.9329 0.4805 -1.1873
H -2.2270 1.7370 1.1366
H -3.2461 1.5833 -0.4142
H -2.2646 2.9348 -0.0920
H 0.1939 -1.4670 -1.9488
H 0.4493 -2.3105 -0.4412
H 1.6436 -2.3743 -1.7866
H 1.0984 -0.9960 2.7023
H 1.4417 0.6811 -2.0143

Forces on the atoms, in the same order (eV/Å):
C 0.5 2.5 1.7
C -1.3 1.0 1.3
C -0.8 -0.9 -0.8
C -2.4 1.8 -1.6
C -0.6 1.1 0.6
C 6.2 -2.5 2.3
N -0.5 -0.5 -1.7
N 3.9 -1.6 -0.2
O 0.3 -0.9 -0.7
O 1.3 -0.8 -1.2
O 0.9 0.1 0.1
O -0.4 -1.3 1.3
H -0.8 -0.2 0.2
H 0.1 -0.3 0.5
H 0.4 0.6 -0.4
H -4.1 1.6 -3.9
H -1.0 -0.8 0.1
H -1.3 1.3 1.2
H -0.4 0.3 0.7
H 0.0 -0.4 0.4

## Properties
Frontier orbital gap, hartree: 0.3211
Net charge: 0

=====

Record 9
This record from OMol25 describes a 2-piece molecular cluster, C6H8N2S overall in a non-equilibrium geometry. The level of theory is ωB97M-V with the def2-TZVPD basis set.

Cartesian coordinates (Å):
C 1.7370 -1.8180 -0.6414
C 0.6285 -1.0750 -0.8698
C 0.4246 -0.5265 0.4450
C -1.7836 1.7281 0.7146
C -0.5029 -1.0492 -1.8559
C -1.1507 2.6292 1.6751
N 1.4119 -0.6793 1.2426
N 2.2723 -1.5299 0.5629
S -3.1166 1.1676 0.1487
H 2.1064 -2.4881 -1.3813
H -0.8388 -0.0310 -1.9126
H -0.1998 -1.4028 -2.9610
H -1.2559 -1.7613 -1.6212
H -0.1994 2.8438 1.3949
H -1.0061 2.1191 2.6651
H -1.7474 3.6402 1.6432
H 3.2204 -1.7669 0.7513

Forces on the atoms, in the same order (eV/Å):
C 0.1 0.4 -1.5
C -2.2 -0.1 1.5
C 0.6 0.8 -0.6
C 0.4 -1.0 0.0
C 2.3 -1.0 -3.1
C -3.2 0.8 0.8
N 1.1 -0.4 0.6
N -1.4 -0.2 -0.7
S 0.0 0.3 0.1
H 0.9 -0.5 0.0
H -0.6 0.2 -0.1
H -0.3 1.0 2.3
H -0.9 -0.2 0.6
H 2.9 0.7 -1.1
H -0.8 0.6 -0.7
H 0.9 -1.8 0.8
H 0.3 0.3 1.0

## Properties
Frontier orbital gap (alpha / beta), hartree: 0.2412 / 0.3373
Net charge: 0

=====

Record 10
This record from OMol25 describes an isolated ion of composition C6H8N3O2 and charge +1 in a non-equilibrium geometry. The level of theory is ωB97M-V with the def2-TZVPD basis set.

Cartesian coordinates (Å):
C 1.5196 -1.5032 0.0610
C 0.5315 -0.5863 0.0610
C 3.7890 -0.4669 0.0807
C -0.5124 3.0407 -0.0894
C -0.4272 1.7511 0.2197
C -0.8209 -1.0905 -0.0903
N 0.6525 0.8089 -0.0122
N 2.9545 -1.4365 0.0522
N 1.9706 1.0484 -0.0278
O 2.4524 2.1482 -0.0174
O 4.6611 0.2104 -0.0573
H 1.3128 -2.4947 -0.0294
H -1.2497 3.5598 0.3551
H 0.1514 3.4888 -0.7680
H -1.0569 1.4282 0.8987
H -0.7362 -2.0316 -0.6598
H -1.3459 -1.2815 0.9480
H -1.4415 -0.1765 -0.5546
H 3.4347 -2.3433 0.4036

Forces on the atoms, in the same order (eV/Å):
C 0.4 2.6 0.1
C 0.8 -0.4 -0.4
C -2.8 -0.8 -0.7
C 2.5 -3.0 -1.3
C 3.3 1.7 -2.0
C -3.2 1.0 1.1
N 1.0 0.5 0.1
N 1.5 -1.9 1.6
N 1.6 1.0 0.0
O -1.3 -0.3 -0.1
O 2.1 1.6 0.2
H -1.1 -2.5 -0.1
H -2.5 1.8 1.2
H 0.7 0.8 -0.6
H -3.1 -2.1 3.2
H -0.9 0.6 0.1
H 1.0 0.2 -2.0
H 1.0 -2.7 0.4
H -1.0 1.7 -0.9

## Properties
Frontier orbital gap (alpha / beta), hartree: 0.3317 / 0.3317
SMILES string: C=CN(N=O)/C(C)=C\[NH+]=C=O
Net charge: +1

=====

Sequential relative energy (zero: lowest compared OMol25 entry of this formula, charge and spin) output: 24.8, 95.4, 49.3, 127.0, 25.8, 187.9, 47.0, 74.2, 139.0, 91.6 kcal/mol